21
Properties=species:S:1:pos:R:3:forces:R:3 method="wB97M-V/def2-TZVPD" e_tot_ha=-366.3413 spin_multiplicity=1 fmax_ev_per_a=1.16 smiles="C=CN=C.CC(C)O" orbital_gap_ha=0.382 e_above_lowest_kj_mol=243.1
C 1.003023 -2.456181 1.575752 0.0 -0.1 1.0
C 2.140988 -1.775264 1.679887 -0.4 0.4 -0.4
N 2.489239 -0.723931 0.808522 0.3 -0.1 0.0
C 2.640373 -1.011823 -0.411811 -0.6 -0.1 0.0
H 0.184805 -2.237176 0.906331 0.3 0.1 -0.4
H 0.780411 -3.151590 2.376798 0.0 -0.1 -0.2
H 2.808160 -1.899545 2.522930 0.1 -0.1 0.0
H 2.794031 -0.227746 -1.145404 0.2 0.1 0.0
H 2.503847 -2.037640 -0.766331 0.2 0.0 -0.1
C -0.395632 1.558811 -0.812631 -0.2 -0.5 -0.7
C -1.867778 1.482793 -0.437702 0.2 -0.9 0.6
C -2.421053 0.063672 -0.567424 -0.2 0.7 -0.3
O -2.644888 2.343303 -1.248901 0.0 0.0 0.3
H 0.029360 2.559708 -0.737310 0.0 0.0 0.3
H -0.314643 1.258390 -1.863581 0.0 0.1 0.0
H 0.194020 0.828590 -0.260786 0.1 0.2 0.3
H -1.974327 1.663792 0.646819 -0.1 0.7 -0.2
H -1.870396 -0.572127 0.122740 0.0 -0.3 -0.2
H -2.392465 -0.266709 -1.607417 0.3 -0.2 0.1
H -3.473012 0.072423 -0.280254 0.0 0.0 0.1
H -2.215637 3.201704 -1.215471 -0.1 0.2 -0.1

***

21
Properties=species:S:1:pos:R:3:forces:R:3 method="wB97M-V/def2-TZVPD" e_tot_ha=-366.4111 spin_multiplicity=1 fmax_ev_per_a=1.58 smiles="CCCC(=O)NCC" orbital_gap_ha=0.383 e_above_lowest_kj_mol=59.7
C -0.765990 1.385634 -3.208792 -0.5 -1.4 0.6
C -0.226335 0.288456 -2.263270 -0.9 0.0 0.3
C 0.268780 0.899419 -0.968733 1.3 0.5 0.8
C 0.837068 -0.051979 0.065930 -1.1 -0.4 0.4
O 1.975048 -0.463709 0.068988 0.5 0.0 -0.4
N -0.063544 -0.477965 1.023768 0.8 -0.2 0.3
C 0.359140 -1.452336 2.047962 -0.4 1.1 0.2
C 0.036821 -0.938169 3.487410 -0.4 -0.5 -1.3
H -0.749345 0.962268 -4.211612 0.2 0.7 -0.3
H -0.272752 2.332947 -3.049365 0.4 0.2 -0.5
H -1.819350 1.534962 -2.961992 0.0 0.2 0.0
H 0.543053 -0.341032 -2.709745 0.2 0.3 0.0
H -1.049835 -0.398164 -2.048023 0.0 -0.1 0.0
H 1.117873 1.541794 -1.231406 -0.1 0.1 0.1
H -0.419236 1.536262 -0.402799 -0.5 0.0 -0.6
H -0.958568 -0.046571 1.195391 0.2 0.1 -0.5
H 1.438677 -1.523113 2.036416 0.0 -0.3 -0.7
H -0.134688 -2.372011 1.741647 0.3 -0.4 0.6
H -0.829682 -1.462320 3.884574 0.1 0.0 0.3
H -0.206315 0.118388 3.401562 0.1 0.1 0.3
H 0.919178 -1.072761 4.102088 -0.2 0.0 0.3

***

21
Properties=species:S:1:pos:R:3:forces:R:3 method="wB97M-V/def2-TZVPD" e_tot_ha=-366.2713 spin_multiplicity=1 fmax_ev_per_a=2.05 smiles="C=CC[C@@H](CN)OC" orbital_gap_ha=0.301 e_above_lowest_kj_mol=426.9
C 2.483207 1.005241 0.333452 0.0 -0.1 -0.3
C 1.949455 -0.049246 -0.357771 0.4 -0.1 0.2
C 0.786039 0.076346 -1.282526 1.3 0.9 -1.3
C -0.576389 0.029813 -0.582685 -0.7 -0.3 -0.2
C -1.009084 -1.346742 -0.066999 0.4 -0.3 0.5
N -0.065666 -2.025552 0.821366 -0.3 -0.1 0.0
O -0.643213 1.020876 0.425774 0.2 -0.2 -0.1
C -1.958791 1.364901 0.792987 -0.4 0.3 0.4
H 3.004739 1.813270 -0.174499 -1.7 1.1 -0.1
H 2.428135 1.063055 1.417943 1.7 -0.9 0.2
H 2.418543 -1.023418 -0.218485 -1.3 -0.5 1.3
H 0.851248 1.073406 -1.740657 -0.1 0.0 0.0
H 0.792952 -0.627885 -2.118893 -0.1 -0.2 0.2
H -1.310696 0.307323 -1.355108 0.1 0.0 -0.1
H -1.220961 -2.035031 -0.886343 0.1 0.2 -0.2
H -1.947817 -1.265895 0.486003 -0.1 0.3 -0.1
H 0.331744 -1.380756 1.493266 0.1 0.0 -0.1
H 0.679666 -2.442505 0.282984 0.1 0.1 0.1
H -2.033207 2.449721 0.884118 0.1 0.0 -0.1
H -2.242708 0.957613 1.768420 0.2 -0.2 0.0
H -2.717198 1.035466 0.077653 0.1 0.0 -0.2